No. 1
The following is a DFT calculation (wB97M-V/def2-TZVPD) of a cluster of 7 separate species, C10H34N8O10 in total in a non-equilibrium geometry.

Values from the calculation:
relative energy (zero: lowest compared OMol25 entry of this formula, charge and spin) = 5.0 kcal/mol
maximum force = 2.56 eV/Å
LUMO energy = 0.2055 eV
SMILES = NC(N)=O.NC(N)=O.NC(N)=O.NC(N)=O.OCCO.OCCO.OCCO

```
62
Properties=species:S:1:pos:R:3:forces:R:3
N -3.829 5.292 31.615 -0.155 -0.767 0.355
C -3.756 5.041 30.285 0.334 -0.246 0.149
N -3.268 6.088 29.596 0.003 0.089 -0.886
O -4.079 3.981 29.733 0.027 0.607 0.454
H -3.755 6.225 31.974 0.049 0.014 0.076
H -4.069 4.534 32.237 -0.312 0.116 -0.010
H -3.262 6.011 28.591 0.159 0.175 0.040
H -2.883 6.887 30.064 -0.005 0.156 -0.184
N -6.985 3.559 29.091 -1.243 0.268 -1.466
C -8.051 3.964 29.817 1.596 0.658 0.513
N -7.814 3.897 31.148 -1.205 -0.027 1.276
O -9.038 4.549 29.349 0.195 -0.724 0.018
H -7.052 3.895 28.136 0.204 -0.549 -0.060
H -6.174 3.071 29.423 0.035 0.186 0.239
H -8.576 4.150 31.757 0.065 0.016 -0.333
H -7.119 3.341 31.622 0.448 0.124 -0.577
N -9.880 3.395 33.218 -0.617 0.462 -0.316
C -8.949 2.611 33.783 1.114 -0.893 1.880
N -9.074 1.304 33.444 -0.537 -0.954 -0.864
O -8.072 2.954 34.586 -0.455 0.505 -0.872
H -10.002 4.362 33.460 0.143 -0.042 0.133
H -10.464 2.977 32.517 -0.236 0.357 -0.014
H -8.584 0.564 33.911 0.371 0.417 0.262
H -9.868 0.984 32.916 0.004 0.083 -0.013
N -6.313 7.055 29.953 0.310 0.373 -0.306
C -6.407 8.373 30.214 -0.265 1.285 1.185
N -7.649 8.908 30.009 0.272 -0.054 -0.275
O -5.501 9.057 30.701 -0.020 -0.773 -0.354
H -7.131 6.577 29.615 0.282 -0.561 0.165
H -5.434 6.664 30.241 -0.360 -0.567 -0.376
H -8.383 8.299 29.675 -0.268 0.232 0.083
H -7.831 9.716 30.575 -0.200 0.096 -0.250
O -3.442 5.278 25.672 -0.069 -0.142 -0.036
C -4.764 4.969 25.235 -0.048 0.896 0.498
C -5.528 4.326 26.403 -0.239 0.560 -1.078
O -6.949 4.571 26.302 0.412 -0.573 -0.460
H -2.916 5.394 24.876 0.190 0.059 0.141
H -5.276 5.898 24.955 -0.039 0.029 -0.076
H -4.710 4.340 24.345 -0.296 -0.219 0.136
H -5.263 4.732 27.377 0.913 -0.266 -0.101
H -5.305 3.270 26.261 -0.546 -0.227 0.869
H -7.061 5.519 26.169 -0.061 -0.007 0.071
O -9.743 7.083 28.994 -0.585 -0.575 0.156
C -10.601 6.991 30.147 0.672 0.585 0.007
C -12.056 6.841 29.732 0.802 0.395 -0.061
O -12.587 8.012 29.134 -0.113 0.097 0.214
H -9.652 6.145 28.710 0.373 0.529 0.141
H -10.236 6.196 30.801 -0.326 -0.449 -0.220
H -10.416 7.888 30.744 -0.382 0.286 -0.238
H -12.641 6.652 30.631 -0.266 -0.214 -0.189
H -12.081 6.027 29.004 -0.330 -0.348 0.270
H -12.091 8.218 28.336 0.156 -0.128 0.057
O -4.295 1.460 30.547 0.259 0.812 0.780
C -4.232 1.279 31.958 -1.262 -1.339 -0.497
C -5.596 1.616 32.570 2.051 -0.717 1.351
O -5.526 3.004 32.942 -1.494 -0.428 -0.375
H -4.328 2.440 30.439 0.360 -0.479 -0.552
H -4.087 0.206 32.119 0.217 0.031 -0.060
H -3.416 1.800 32.463 -0.039 0.255 -0.131
H -5.735 1.052 33.501 0.173 -0.031 0.050
H -6.355 1.190 31.906 -0.357 1.092 -0.361
H -6.228 3.095 33.612 0.139 0.453 0.022
```
Forces are in eV/Å.

No. 2
The following is a DFT calculation (wB97M-V/def2-TZVPD) of a structure of composition C2H5NOS in a non-equilibrium geometry.

Values from the calculation:
relative energy (zero: lowest compared OMol25 entry of this formula, charge and spin) = 164.4 kcal/mol
maximum force = 6.76 eV/Å
LUMO energy = -0.3927 eV

```
10
Properties=species:S:1:pos:R:3:forces:R:3
C 1.227 0.546 0.159 -2.205 1.203 3.500
C -0.430 0.383 0.164 0.440 0.944 -3.016
H 1.028 -1.154 -0.775 4.042 0.701 2.035
H 2.807 -0.935 0.945 -2.831 0.722 -4.658
H 1.197 1.590 -0.420 1.435 -1.815 1.157
H 1.313 0.502 1.381 0.082 1.532 -2.929
H -0.022 2.186 0.068 -4.622 -0.995 -1.057
N 2.117 -0.495 -0.324 -2.402 -1.855 1.913
O -1.037 1.665 -0.143 5.943 -1.641 2.763
S -1.102 -1.101 0.017 0.118 1.205 0.292
```
Forces are in eV/Å.

No. 3
The following is a DFT calculation (wB97M-V/def2-TZVPD) of a structure of composition C26H21BrN5Ru.

Values from the calculation:
multiplicity = 6
maximum force = 0.29 eV/Å
LUMO energy (alpha / beta) = -5.4540 / -7.8430 eV
charge = +2

```
54
Properties=species:S:1:pos:R:3:forces:R:3
Ru -0.755 -0.597 0.087 0.125 0.265 0.005
C -2.887 -1.933 1.683 0.004 -0.014 0.015
N -2.434 -2.018 0.271 -0.003 0.098 0.012
C -3.402 -1.644 -0.791 -0.003 -0.010 -0.017
C -2.648 -1.047 -1.951 0.074 0.034 0.059
N -1.439 -0.495 -1.818 -0.059 -0.073 -0.191
C -1.105 0.049 -3.063 -0.067 -0.077 -0.001
C 0.027 0.738 -3.482 0.040 0.003 0.012
C 0.047 1.155 -4.797 0.016 -0.004 0.031
C -1.019 0.891 -5.673 0.030 0.015 -0.007
C -2.142 0.203 -5.264 -0.048 -0.008 -0.075
C -2.158 -0.208 -3.939 0.055 0.016 0.082
N -3.110 -0.906 -3.190 -0.103 -0.027 -0.134
C -1.710 -1.574 2.552 0.046 0.050 -0.073
N -0.628 -0.951 2.079 0.018 -0.116 0.177
C 0.196 -0.682 3.178 -0.065 -0.080 0.013
C 1.432 -0.051 3.259 0.034 0.006 -0.025
C 1.988 0.065 4.516 0.002 0.004 -0.035
C 1.343 -0.435 5.659 0.031 0.015 -0.001
C 0.118 -1.067 5.585 -0.015 -0.027 0.083
C -0.437 -1.174 4.318 0.019 0.036 -0.095
N -1.639 -1.732 3.871 -0.043 -0.060 0.154
H -3.362 -2.854 2.024 0.001 -0.024 -0.011
H -3.630 -1.136 1.760 -0.019 0.008 -0.017
H -2.095 -2.960 0.090 0.052 0.036 -0.007
H -4.079 -0.885 -0.391 -0.010 0.003 0.025
H -4.014 -2.488 -1.112 0.004 -0.026 0.004
H 0.851 0.931 -2.809 -0.002 0.010 -0.009
H 0.907 1.698 -5.165 -0.013 -0.003 -0.019
H -0.957 1.235 -6.696 0.009 0.002 0.007
H -2.957 0.000 -5.946 -0.007 -0.006 0.030
H -3.998 -1.239 -3.533 0.006 0.000 0.004
H 1.931 0.324 2.376 0.002 0.008 0.011
H 2.947 0.551 4.625 -0.005 -0.008 0.021
H 1.818 -0.324 6.623 0.005 0.004 -0.009
H -0.370 -1.453 6.469 -0.019 0.001 -0.025
H -2.335 -2.173 4.453 0.003 0.001 -0.006
Br -0.986 2.134 0.455 0.036 -0.027 -0.011
C 0.879 2.332 0.090 0.042 -0.063 -0.016
C 1.387 3.676 0.141 -0.089 0.002 0.019
C 2.697 3.868 -0.109 0.068 -0.031 -0.018
C 3.548 2.751 -0.417 -0.035 -0.052 0.001
C 3.051 1.442 -0.467 0.124 0.059 -0.019
C 3.870 0.350 -0.765 0.030 0.027 -0.003
C 3.356 -0.989 -0.815 -0.012 0.009 0.004
C 2.047 -1.220 -0.569 -0.009 -0.032 -0.002
C 1.173 -0.117 -0.258 -0.146 0.022 0.033
C 1.646 1.202 -0.202 -0.118 0.041 0.029
H 0.726 4.499 0.375 -0.008 -0.015 0.000
H 3.110 4.866 -0.078 0.034 -0.016 -0.009
H 4.599 2.913 -0.617 -0.012 0.040 0.007
H 4.919 0.526 -0.963 -0.007 -0.025 -0.001
H 4.020 -1.810 -1.049 0.024 0.021 -0.002
H 1.662 -2.234 -0.608 -0.015 -0.010 0.002
```
Forces are in eV/Å.

No. 4
The following is a DFT calculation (wB97M-V/def2-TZVPD) of a structure of composition C41H56FN5P2S2Si2V in a non-equilibrium geometry.

Values from the calculation:
multiplicity = 3
relative energy (zero: lowest compared OMol25 entry of this formula, charge and spin) = 50.6 kcal/mol
maximum force = 2.29 eV/Å
LUMO energy (alpha / beta) = -2.5578 / -2.2297 eV
charge = +1

```
110
Properties=species:S:1:pos:R:3:forces:R:3
V 1.048 -0.119 0.790 2.032 -0.898 -0.553
C -0.775 -2.828 2.086 0.254 0.713 0.367
Si -0.123 -1.592 3.377 -0.480 -0.983 0.561
C 1.021 -2.559 4.561 -0.398 0.540 -0.479
C -1.604 -0.845 4.344 0.655 -0.256 -0.409
N 0.873 -0.357 2.581 -1.252 -0.527 0.721
C 1.802 0.239 3.394 1.641 0.596 0.834
C 1.572 0.676 4.707 -0.025 0.079 -0.475
C 2.593 1.197 5.480 0.096 0.044 0.126
C 3.890 1.283 4.996 -0.152 -0.051 -0.054
C 4.155 0.868 3.700 -0.087 -0.112 -0.143
C 3.116 0.388 2.940 -0.070 -0.017 0.432
F 3.354 0.024 1.628 -0.194 0.262 0.095
H -1.093 -3.733 2.595 -0.031 -0.170 0.215
H -0.006 -3.108 1.373 0.035 -0.096 -0.032
H -1.635 -2.449 1.544 -0.129 -0.008 -0.076
H 0.475 -3.342 5.075 -0.234 -0.163 0.068
H 1.467 -1.917 5.312 0.047 0.108 0.161
H 1.830 -3.025 4.007 0.125 -0.065 -0.200
H -2.501 -1.425 4.152 -0.180 -0.164 -0.070
H -1.816 0.189 4.088 0.003 0.168 -0.099
H -1.421 -0.894 5.412 0.095 0.017 0.239
H 0.569 0.616 5.101 -0.140 -0.040 0.099
H 2.374 1.527 6.484 -0.020 0.036 0.087
H 4.682 1.675 5.613 0.069 0.021 0.041
H 5.149 0.916 3.284 0.110 0.052 -0.095
C -4.138 4.298 -2.294 0.024 -0.433 -0.200
S -4.392 2.566 -2.762 0.056 0.082 -0.275
C -3.010 2.318 -3.941 -0.338 -0.125 0.242
C -2.123 1.153 -3.524 0.061 0.227 -0.002
C -1.283 1.455 -2.276 -0.494 0.088 -0.490
N -0.892 0.241 -1.544 0.705 -0.026 0.637
P -1.259 0.044 0.133 -1.864 0.853 -0.889
C -2.893 -0.807 0.030 0.253 -0.383 0.217
C -3.690 -0.841 1.173 0.046 -0.150 -0.044
C -4.974 -1.349 1.115 -0.037 -0.007 0.122
C -5.482 -1.828 -0.083 0.014 0.028 -0.063
C -4.686 -1.823 -1.214 -0.153 -0.033 -0.002
C -3.397 -1.321 -1.157 0.235 0.049 0.009
C -1.996 1.551 0.892 0.360 -0.129 0.198
C -1.422 2.074 2.048 0.055 -0.076 -0.113
C -2.046 3.101 2.737 -0.080 0.022 0.101
C -3.255 3.609 2.288 0.150 -0.032 -0.001
C -3.833 3.089 1.141 -0.008 -0.058 -0.145
C -3.219 2.058 0.452 0.046 0.011 0.060
P 0.769 -0.303 -1.767 -1.150 -0.684 -0.991
C 0.852 -0.287 -3.612 0.516 0.336 0.162
C -0.065 -1.063 -4.321 -0.027 -0.001 0.081
C 0.032 -1.185 -5.693 -0.048 -0.084 0.087
C 1.057 -0.549 -6.375 0.090 0.127 0.024
C 1.975 0.217 -5.678 0.090 -0.047 -0.173
C 1.880 0.341 -4.300 -0.070 0.114 0.219
C 0.669 -2.129 -1.728 0.140 -0.163 0.088
C 1.818 -2.753 -2.216 -0.041 -0.057 -0.044
C 1.917 -4.128 -2.225 0.076 0.044 -0.089
C 0.868 -4.899 -1.746 -0.132 -0.054 0.070
C -0.274 -4.288 -1.262 0.027 -0.228 -0.002
C -0.370 -2.905 -1.242 0.056 0.345 -0.036
H -4.939 4.550 -1.608 -0.055 0.118 0.081
H -4.204 4.923 -3.178 0.005 0.159 0.008
H -3.176 4.414 -1.803 0.073 0.133 0.098
H -2.454 3.250 -4.003 0.053 0.101 -0.086
H -3.459 2.101 -4.911 0.121 0.139 -0.036
H -1.473 0.891 -4.360 -0.122 0.003 0.059
H -2.771 0.301 -3.318 0.060 -0.086 -0.049
H -1.885 2.079 -1.609 0.193 -0.023 -0.117
H -0.388 2.026 -2.562 -0.155 0.015 0.115
H -3.303 -0.458 2.106 -0.051 0.074 0.104
H -5.588 -1.360 2.003 -0.029 0.007 0.078
H -6.497 -2.192 -0.137 -0.062 -0.070 0.021
H -5.068 -2.205 -2.149 -0.042 -0.027 -0.097
H -2.779 -1.327 -2.041 0.033 0.019 -0.061
H -0.482 1.671 2.411 -0.085 0.090 0.015
H -1.590 3.497 3.630 0.055 0.058 0.128
H -3.749 4.403 2.826 -0.022 0.088 0.083
H -4.779 3.471 0.790 -0.097 0.041 -0.041
H -3.701 1.650 -0.426 -0.022 -0.009 0.067
H -0.858 -1.571 -3.789 -0.029 -0.070 0.005
H -0.681 -1.795 -6.228 -0.082 -0.035 -0.044
H 1.140 -0.654 -7.446 0.018 -0.004 -0.100
H 2.781 0.705 -6.203 0.076 0.069 -0.064
H 2.614 0.926 -3.763 0.038 0.053 0.029
H 2.638 -2.144 -2.576 0.024 -0.063 -0.061
H 2.809 -4.608 -2.603 0.056 0.003 -0.028
H 0.949 -5.976 -1.740 -0.027 -0.095 -0.038
H -1.097 -4.884 -0.894 -0.029 -0.034 0.053
H -1.256 -2.437 -0.841 -0.027 -0.133 -0.052
N 4.468 -1.178 -0.757 0.155 0.115 -0.046
N 4.901 -2.384 -0.194 0.605 -0.049 0.071
C 4.110 -3.100 0.641 0.078 0.200 -0.221
N 4.689 -4.160 1.247 0.134 0.066 -0.194
S 2.519 -2.760 0.932 -0.788 0.028 0.408
H 4.794 -1.109 -1.719 -0.058 -0.150 0.261
H 4.818 -0.379 -0.229 -0.057 -0.231 -0.054
H 5.901 -2.571 -0.150 -0.299 0.163 -0.071
H 5.597 -4.502 0.976 -0.025 0.021 -0.053
H 4.077 -4.794 1.730 0.015 0.064 0.047
C 2.736 2.303 -1.186 -0.260 -0.042 0.486
Si 1.626 2.311 0.404 0.259 1.650 -0.430
C 2.721 3.216 1.718 -0.340 -0.619 -0.331
C 0.308 3.690 0.044 0.333 -0.643 -0.084
H 3.362 3.190 -1.239 0.085 0.223 0.099
H 2.116 2.296 -2.080 -0.142 -0.021 -0.123
H 3.384 1.430 -1.227 0.074 -0.141 -0.005
H 2.827 4.261 1.436 -0.109 0.148 -0.195
H 3.721 2.798 1.782 0.151 -0.088 0.020
H 2.283 3.186 2.712 -0.068 -0.009 0.204
H 0.094 4.265 0.941 -0.022 0.027 0.187
H -0.634 3.307 -0.328 -0.151 0.003 -0.061
H 0.693 4.378 -0.705 0.236 0.116 -0.107
```
Forces are in eV/Å.